Entry from OMol25: the molecule C24H28N6O3 (ωB97M-V/def2-TZVPD).

XYZ file:
```
61
Properties=species:S:1:pos:R:3:forces:R:3:nbo_charge:R:1
O 2.823892 0.082051 1.725839 0.1 0.2 0.6 -0.42
H 2.096760 -0.770721 -1.332529 0.1 0.0 -0.3 0.23
H -1.447304 0.840518 -2.102375 -0.1 -0.1 -0.1 0.21
C -1.632742 -3.107995 -0.482040 -0.1 0.1 0.0 -0.44
H 4.402909 3.080896 -4.199122 0.0 0.0 0.0 0.22
H 5.101339 2.795005 -2.606791 0.1 0.0 0.0 0.22
C 3.427619 3.619701 -0.300261 -0.1 -0.1 -0.2 -0.65
C 1.299655 2.468726 -0.941764 -0.1 -0.2 -0.8 0.28
H -2.965477 1.592545 1.082835 -0.1 -0.1 -0.1 0.21
C 2.957262 2.795678 -2.652684 -0.2 -0.1 0.1 0.03
H -1.891619 -5.281302 -0.318161 0.0 -0.1 0.0 0.22
O -3.883524 -2.846084 -1.213085 -0.1 0.2 -0.1 -0.53
C 2.116120 -0.556494 -0.284162 0.5 0.2 0.2 -0.30
C 1.054232 -0.723564 0.640199 0.2 0.1 0.6 -0.35
C -1.373037 -1.394800 3.058452 0.6 0.0 0.3 0.35
H 1.455455 3.065928 1.018842 -0.2 -0.1 0.0 0.42
H -4.237172 -1.048504 0.530334 0.0 0.0 0.1 0.18
N -1.775557 -2.617148 3.326039 -0.9 0.6 -0.3 -0.32
C 3.161519 -0.065362 0.430462 -0.2 -0.2 -0.8 0.07
C -1.190804 1.446991 -0.096878 -0.3 0.0 -0.5 -0.10
C 1.541773 -0.322027 1.847459 -0.7 -0.4 -0.4 0.32
H 0.386946 0.694870 3.333867 0.1 -0.2 0.1 0.26
C -3.717095 -4.199723 -0.846973 0.1 -0.4 0.1 -0.07
C -0.802304 1.332086 -1.386809 -0.2 0.1 0.5 -0.11
H -4.309917 -4.801209 -1.536801 0.0 0.0 0.1 0.19
H -4.073515 -4.368471 0.178787 0.0 0.0 -0.1 0.16
H 2.944784 4.518796 0.084678 0.0 0.1 0.1 0.22
C 0.875371 1.683379 -3.182761 0.0 0.0 0.2 -0.15
H 3.612639 2.943014 0.534717 0.1 0.0 0.1 0.22
C 2.559441 2.955050 -1.331375 0.0 0.0 0.0 -0.06
H 0.063352 -1.074327 0.437652 -0.2 -0.1 0.1 0.26
N 0.857702 2.600426 0.347037 0.3 0.2 0.2 -0.59
C -2.798257 -2.112282 -0.668611 0.1 0.3 0.3 0.10
N -2.277397 -0.413469 1.058931 -0.1 0.0 0.1 -0.45
H 4.386314 3.908040 -0.715190 0.1 0.0 0.0 0.23
H 2.426518 2.046388 -4.586842 0.0 0.0 -0.1 0.21
N -0.715049 -3.279400 3.769838 0.1 -0.9 0.3 -0.06
C -0.320859 2.118628 0.858332 0.3 0.1 -0.1 0.65
H -1.935455 -4.653991 -1.976464 0.0 0.0 0.0 0.20
C 4.288292 3.287596 -3.138553 0.0 0.0 0.0 -0.64
N 0.311306 -2.540517 3.791566 1.3 0.3 0.2 -0.06
H 4.159883 0.205367 0.150765 0.2 0.1 0.1 0.20
C -3.217365 -1.445934 0.654073 -0.2 -0.2 -0.4 -0.26
H -0.760887 -2.823360 -1.067860 0.1 0.0 0.0 0.21
C -2.193460 -0.287698 2.511231 -0.1 0.1 0.0 -0.30
H -1.717368 0.665206 2.745582 -0.1 -0.1 0.0 0.26
C -2.212159 -4.450700 -0.941605 -0.2 0.1 -0.1 -0.43
C 2.103337 2.160905 -3.562888 0.0 -0.1 -0.1 -0.24
H -2.553441 -1.333554 -1.399568 0.0 0.0 0.0 0.17
H 0.229211 1.192661 -3.894690 -0.1 -0.1 -0.1 0.21
H -3.158266 0.727917 -0.455953 0.0 0.0 0.0 0.21
C 0.900045 -0.265116 3.198776 0.6 0.4 -0.1 -0.29
N -0.047991 -1.330773 3.351312 -1.4 -0.4 -0.1 -0.18
H -1.346888 -3.154227 0.567669 0.1 0.0 0.1 0.22
C -2.494225 0.874508 0.398156 0.2 0.1 0.0 -0.24
H -3.188087 -0.319385 2.983909 0.1 0.0 0.0 0.20
H -3.245511 -2.208543 1.435116 -0.1 0.0 -0.1 0.23
C 0.448900 1.825721 -1.858215 0.4 0.2 0.0 -0.15
O -0.561804 2.286242 2.049072 -0.2 0.0 0.2 -0.67
H 4.383789 4.362077 -2.988944 0.1 0.1 0.0 0.22
H 1.668168 -0.380233 3.968427 -0.2 0.0 0.0 0.25
```
Forces are in eV/Å.

Results
Kohn-Sham gap	8.41	eV
SMILES	Cc1ccc2cc(CN(Cc3nnnn3Cc3ccco3)C[C@H]3CCCO3)c(=O)[nH]c2c1C
HOMO energy	-0.3085	hartree
charge	0
energy	-40424.925	eV
energy relative to the best compared isomer or geometry (same formula, charge and spin)	2.588	eV



Entry from OMol25: a structure of composition C24H28N6O6Yb (ωB97M-V/def2-TZVPD).

XYZ file:
```
65
Properties=species:S:1:pos:R:3:forces:R:3:lowdin_spin:R:1
H 2.673830 -2.811156 -1.461415 0.0 0.0 0.0 0.00
N 0.994784 0.167723 1.926750 -1.0 1.3 1.0 0.00
C 2.043057 -2.120040 -0.894892 -0.1 0.1 0.0 0.00
H -1.802862 -3.886310 -2.357213 0.0 0.0 -0.1 0.00
N -1.465988 1.452727 1.373807 -0.1 0.2 0.4 0.00
O -1.618212 -1.908886 -1.764792 0.0 0.1 0.3 0.00
H -0.138053 2.591530 -2.073419 0.0 0.0 0.0 0.00
C 5.848369 0.741906 1.648627 0.0 0.0 0.0 0.00
N -3.139927 -0.676236 -0.008044 -0.2 0.1 0.0 0.00
C -4.256427 -0.357628 0.174142 0.0 -0.3 0.4 0.00
C -0.742154 1.698857 2.521502 -1.0 1.1 0.5 0.00
C 0.478861 1.052848 2.764807 0.8 -1.3 -1.2 0.00
H -3.073410 3.421778 -2.253667 0.0 0.0 0.0 0.00
H -1.348627 0.133809 -3.337531 0.0 0.0 0.0 0.00
C 0.154309 -3.432802 -1.588171 -0.1 0.1 0.0 0.00
C 1.765318 -0.865879 -1.747848 0.2 -0.2 0.0 0.00
C -6.374693 0.008151 1.181467 0.1 -0.2 0.3 0.00
H 2.597514 -1.782632 -0.017602 0.0 0.0 0.0 0.00
O 0.845912 -0.101314 -1.267544 0.0 0.1 -0.1 0.00
C -1.431349 2.650854 3.339892 0.9 -0.9 -0.5 0.00
C 2.279116 -0.363641 2.327301 0.2 0.0 0.0 0.00
C 4.731507 0.174984 2.244123 0.0 0.0 0.0 0.00
C 5.717390 1.452006 0.461983 0.0 0.0 0.0 0.00
O -0.969220 -2.148209 1.502357 -0.3 0.0 0.1 0.00
C 3.344792 1.029981 0.485452 0.0 0.0 0.0 0.00
H 4.353567 2.131892 -1.047780 0.0 0.0 0.0 0.00
H 6.822027 0.628007 2.110939 0.0 0.0 0.0 0.00
H -3.366695 3.651023 2.970198 0.0 0.0 0.0 0.00
H 0.953868 -4.586956 0.531744 0.0 -0.1 0.0 0.00
C -2.588089 2.971585 2.658901 -0.3 -0.2 -0.6 0.00
H 6.588791 1.892939 -0.006947 0.0 0.0 0.0 0.00
H -3.028839 0.304457 -2.790065 0.0 0.0 0.0 0.00
H 2.311801 -1.428159 2.083922 0.0 0.0 0.0 0.00
H -3.333540 2.194018 0.696091 0.1 0.0 0.0 0.00
H -1.756270 -3.631324 -0.603640 -0.1 0.0 0.0 0.00
H 0.433780 -4.493500 -1.579666 0.1 0.0 0.0 0.00
C -1.171899 2.589206 -1.708648 0.1 0.0 -0.1 0.00
Yb -0.761931 -0.457327 0.173530 0.2 0.0 -0.2 1.01
H -2.468115 -1.676450 -1.340339 -0.2 -0.1 -0.1 0.00
H 1.609776 -3.192729 1.389936 0.0 0.0 0.0 0.00
H -3.160120 2.126589 -4.310943 0.0 0.0 0.0 0.00
O -1.645523 1.244844 -1.615818 0.0 -0.2 0.2 0.00
H 0.508230 -2.992631 -2.522213 0.0 0.0 0.0 0.00
C -2.106184 3.224177 -2.720118 0.0 -0.1 0.0 0.00
C -2.221051 2.103084 -3.759552 0.0 0.0 0.0 0.00
H 2.402533 -0.295424 3.414328 0.0 0.0 0.0 0.00
C 3.470097 0.311420 1.668890 0.0 0.0 0.0 0.00
C 4.464010 1.591111 -0.115632 0.0 0.0 0.0 0.00
C -2.080171 0.824928 -2.919820 0.0 0.1 0.0 0.00
H 4.839589 -0.380659 3.170782 0.0 0.0 0.0 0.00
H -1.206304 3.027312 -0.715215 0.0 0.0 0.0 0.00
C 0.799402 -3.525379 0.740747 -0.2 0.2 0.0 0.00
N -7.251160 0.054982 1.939847 0.1 0.0 -0.1 0.00
N -5.460692 0.000725 0.247062 -0.2 0.4 -0.6 0.00
H -1.714742 4.153989 -3.131914 0.0 0.0 0.0 0.00
O -0.972507 -4.300214 2.147645 0.0 0.1 0.0 0.00
H -1.401505 2.174597 -4.475500 0.0 0.0 0.0 0.00
H 0.998017 1.307127 3.690106 0.1 0.0 0.0 0.00
C -2.575158 2.214252 1.467446 0.2 0.0 0.2 0.00
H 2.369256 1.129921 0.027353 0.0 0.0 0.0 0.00
C -1.350055 -3.294119 -1.558795 0.2 0.0 0.0 0.00
O 2.415247 -0.677556 -2.764326 -0.1 0.1 0.1 0.00
C -0.505582 -3.346304 1.548308 0.2 -0.2 -0.1 0.00
H -1.102385 3.015605 4.301306 0.0 0.0 0.0 0.00
N 0.774721 -2.711501 -0.472217 0.2 0.0 0.0 0.00
```
Forces are in eV/Å.

Results
Kohn-Sham gap (alpha / beta)	7.85 / 7.85	eV
HOMO energy (alpha / beta)	-0.1942 / -0.1942	hartree
expectation value of S²	0.75
charge	-1
energy	-78104.907	eV
energy relative to the best compared isomer or geometry (same formula, charge and spin)	0.368	eV
multiplicity	2